[1]
This record from the OMol25 dataset describes C19H11Br4N4O2RuS as an isolated structure. The level of theory is wB97M-V/def2-TZVPD.

ORCA input file:
```
! wB97M-V def2-TZVPD RIJCOSX def2/J DEFGRID3
* xyz 0 2
Ru 1.88139 0.14512 -0.39871
Br -0.37335 -4.18344 -0.53336
Br 0.61649 -5.99605 -3.18238
Br 2.86934 -4.71461 -5.22918
Br 4.09451 -1.65815 -4.59997
S 3.51066 -0.10994 1.22388
O 2.85450 -0.53558 -2.08038
O 1.08076 -1.54755 -0.47396
N 0.73915 0.71131 1.15344
N 0.17397 0.81977 -1.38664
N 1.16472 0.66555 2.44685
N 2.94019 0.26798 3.77813
C 2.29776 -3.73889 -3.72347
C 1.45189 -2.29641 -1.51155
C 2.82456 -2.47986 -3.48506
C 2.41293 -1.73864 -2.36616
C -1.80669 0.70198 2.95893
C 2.42368 0.30098 2.53515
C -0.05769 0.74138 -2.69322
C 1.33848 -4.28687 -2.85330
C -3.25240 2.40595 3.84756
C -2.10721 1.36776 -0.99580
C -0.46026 1.12153 0.90345
C 0.91626 -3.56128 -1.75292
C -1.42525 1.55751 1.93029
C -2.35001 1.29162 -2.36074
C -2.87675 3.26262 2.82269
C -1.31564 0.97643 -3.22446
C -0.82666 1.12619 -0.52958
C -2.71981 1.12527 3.91006
C -1.96969 2.83723 1.86441
H -3.01231 0.45312 4.70601
H -1.37690 -0.29027 3.01416
H 3.85462 -0.11509 3.93002
H -3.96028 2.73505 4.59688
H -1.67732 3.50898 1.06526
H -1.46756 0.89465 -4.29066
H -3.34791 1.46837 -2.73900
H 2.33333 0.44102 4.56047
H -3.28681 4.26236 2.76814
H -2.90105 1.59897 -0.30077
H 0.79238 0.46393 -3.30451
*
```

Summary:
Energy relative to the best compared isomer or geometry (same formula, charge and spin) (kcal/mol): 0.0
LUMO energy (alpha / beta) (eV): -1.2 / -1.5
Energy (Eh): -11889.30674
HOMO energy (alpha / beta) (eV): -7.4423 / -7.5395
F_max (eV/A): 0.88
<S²>: 0.759

[2]
This record from the OMol25 dataset describes C19H11IN4O4PtS as an isolated structure at a distorted geometry. The level of theory is wB97M-V/def2-TZVPD.

ORCA input file:
```
! wB97M-V def2-TZVPD RIJCOSX def2/J DEFGRID3
* xyz 0 1
Pt 0.20200 -0.26556 -0.78974
I 0.30754 -3.73634 4.54905
S 3.07471 -4.54832 -1.16838
O -1.73450 -0.60821 -1.18302
O -3.72643 0.40450 -1.05221
O 1.90699 0.60802 -0.05510
O 2.57841 2.37894 1.14388
N -0.56503 1.30187 0.10342
N 1.76164 -2.46067 -2.40168
N 1.03199 -2.01807 0.73882
N 2.18282 -1.76287 1.37229
C -1.68059 3.24241 1.58397
C -1.80645 -0.00878 -4.23703
C 2.19424 -2.22601 2.62989
C -1.88738 1.41382 0.07820
C -0.29531 3.09420 1.57378
C -1.81893 1.65535 -5.96590
C 0.28069 -2.65933 1.62641
C 2.30153 -3.34465 -1.82114
C 1.70842 1.70939 0.63772
C 0.25080 1.10213 -4.88711
C -2.50044 0.74433 -5.16887
C -0.42425 0.15700 -4.11097
C 0.94593 -1.37054 -2.39808
C -2.49497 2.40223 0.82674
C -2.55082 0.35224 -0.78280
C -0.44871 1.84203 -5.82344
C 0.24469 2.08623 0.79862
C 0.29949 -0.66855 -3.20129
C 0.97176 -2.82875 2.83341
H 2.85821 -1.16473 0.91937
H -3.57031 0.62323 -5.27050
H -0.70507 -3.00171 1.35408
H -2.31191 -0.71192 -3.58860
H -2.36227 2.23197 -6.70385
H 3.04256 -2.10083 3.28114
H 0.37028 3.72936 2.14102
H 1.31560 1.23730 -4.74977
H -2.12958 4.02315 2.18354
H 0.06952 2.56579 -6.43801
H -3.57206 2.48802 0.80317
*
```

Summary:
Energy relative to the best compared isomer or geometry (same formula, charge and spin) (kcal/mol): 3.0
LUMO energy (eV): -1.0
Energy (Eh): -2065.76744
HOMO energy (eV): -8.5028
F_max (eV/A): 1.98

Question: What is the formula in the first record?
Answer: C19H11Br4N4O2RuS